ORCA calculation (wB97M-V/def2-TZVPD) on a molecular structure, C23H27CaN3O3P2S3.

As for the HOMO energy: -1.26 eV. Its total charge is -2. The calculation puts the largest force on an atom at 1.636 eV Å⁻¹. The HOMO-LUMO gap is 5.8 eV. The total energy comes out at -3837.678434 Eh. For the energy relative to the best compared isomer or geometry (same formula, charge and spin), the calculation gives 28.0 kcal per mole. Its LUMO energy is 4.50 eV.

Cartesian coordinates (Å):
Ca1 -0.0573 -1.0849 0.1043
C1 -2.0666 0.4572 3.5259
C2 -1.5422 0.5801 2.1062
O1 -0.4359 0.0896 1.8745
C3 -2.3435 1.2947 1.1248
C4 -3.5002 1.9886 1.5226
C5 -4.2997 2.6611 0.6322
C6 -3.9586 2.6439 -0.7315
C7 -2.8511 1.9728 -1.1676
C8 -1.9876 1.2560 -0.2743
O2 -0.9911 0.6183 -0.7333
H1 -1.3547 -0.1342 4.0973
H2 -3.0320 -0.0495 3.5255
H3 -2.1748 1.4408 3.9876
H4 -3.7782 1.9997 2.5688
H5 -5.1883 3.1785 0.9728
H6 -4.5921 3.1629 -1.4440
H7 -2.5885 1.9409 -2.2190
O3 0.6365 -1.6913 -1.8381
N1 -0.1264 -1.1151 -2.7470
C9 -1.3859 -1.5728 -2.9061
C10 -2.2693 -1.0325 -3.8045
C11 -1.8460 0.0461 -4.5787
C12 -0.5636 0.5121 -4.4237
C13 0.3465 -0.0679 -3.5147
S1 1.9514 0.4602 -3.4142
H8 -1.6544 -2.3798 -2.2373
H9 -3.2682 -1.4363 -3.8794
H10 -2.5166 0.5143 -5.2901
H11 -0.1952 1.3474 -4.9999
C14 1.3916 2.8656 2.0780
P1 1.7419 1.7553 0.6330
C15 1.8669 3.0610 -0.6652
C16 3.5588 1.4721 0.9185
C17 4.0859 0.4967 -0.1442
P2 2.9941 -1.0097 -0.2090
C18 3.8989 -2.0107 -1.4592
C19 3.6476 -1.8592 1.3048
H12 2.1269 3.6680 2.1842
H13 1.3713 2.2615 2.9871
H14 0.3977 3.2962 1.9369
H15 2.6356 3.8033 -0.4271
H16 0.8941 3.5472 -0.7619
H17 2.0923 2.5761 -1.6149
H18 3.6684 1.0253 1.9121
H19 4.1043 2.4228 0.9163
H20 5.1227 0.2044 0.0543
H21 4.0419 0.9552 -1.1355
H22 4.9686 -2.0737 -1.2380
H23 3.7349 -1.5582 -2.4347
H24 3.4589 -3.0090 -1.4632
H25 4.7411 -1.8421 1.3573
H26 3.2936 -2.8908 1.2898
H27 3.2268 -1.3908 2.1965
S2 0.4856 -3.2591 1.7271
C20 -1.0760 -3.9781 1.9815
C21 -1.0518 -5.1572 2.7818
N2 -0.9978 -6.1094 3.4332
C22 -2.2948 -3.5466 1.5130
S3 -2.6207 -2.1530 0.5163
C23 -3.4556 -4.2937 1.8625
N3 -4.4203 -4.8703 2.1295

***

ORCA calculation (wB97M-V/def2-TZVPD) on a molecular structure, C23H27ClN2O.

As for the HOMO energy: -7.83 eV. The calculation puts the largest force on an atom at 5.805 eV Å⁻¹. The HOMO-LUMO gap is 8.4 eV. The total energy comes out at -1537.518507 Eh. For the energy relative to the best compared isomer or geometry (same formula, charge and spin), the calculation gives 65.4 kcal per mole. Its LUMO energy is 0.57 eV.

Cartesian coordinates (Å):
Cl1 -0.7801 -0.9571 1.8297
C1 3.7198 -5.4578 6.3631
N1 3.0268 -4.9980 5.1754
C2 3.0130 -5.7481 4.0280
O1 3.5507 -6.8382 3.8853
C3 2.2036 -4.9270 2.9894
C4 0.9061 -5.6276 2.5630
C5 1.1513 -6.9669 1.9081
C6 0.6204 -8.1242 2.4842
C7 0.9589 -9.3675 1.9527
C8 1.8072 -9.4469 0.8428
C9 2.2802 -8.2788 0.2325
C10 1.9523 -7.0308 0.7676
N2 1.9885 -3.6787 3.6974
C11 1.2653 -2.6613 3.1305
C12 0.9893 -1.5165 3.7242
C13 0.3363 -0.3596 2.9820
C14 0.0365 0.8898 3.7473
C15 -0.5843 1.9457 3.0777
C16 -0.7877 3.1910 3.6784
C17 -0.2984 3.4212 4.9623
C18 -0.5527 4.7589 5.5912
C19 0.3856 2.4137 5.6303
C20 0.5409 1.1630 5.0380
C21 2.4757 -3.6472 5.0694
C22 1.3842 -3.4667 6.1297
C23 3.5748 -2.6004 5.2897
H1 4.0549 -6.4848 6.1931
H2 4.5897 -4.8238 6.5767
H3 3.0536 -5.4319 7.2331
H4 2.8629 -4.8224 2.1047
H5 0.2848 -5.7511 3.4619
H6 0.3724 -4.9487 1.8856
H7 -0.0167 -8.0212 3.3660
H8 0.5743 -10.2678 2.4326
H9 2.0845 -10.4223 0.4393
H10 2.9275 -8.3264 -0.6419
H11 2.3355 -6.1023 0.3345
H12 1.0038 -2.8800 2.0945
H13 1.3675 -1.3436 4.7311
H14 0.7497 -0.1767 1.9159
H15 -0.8980 1.8091 2.0342
H16 -1.3302 3.9789 3.1242
H17 -0.1765 4.7759 6.6369
H18 -0.0592 5.6036 5.0448
H19 -1.6460 5.0043 5.6257
H20 0.7915 2.6231 6.6209
H21 1.1383 0.4404 5.5808
H22 0.6932 -4.3197 6.1361
H23 1.8612 -3.3775 7.1155
H24 0.8013 -2.5632 5.9604
H25 4.4767 -2.8558 4.7182
H26 3.2487 -1.6073 4.9777
H27 3.8233 -2.5523 6.3583

***

ORCA calculation (wB97M-V/def2-TZVPD) on C23H27ClN4O in the gas phase.

As for the HOMO energy: -8.38 eV. The calculation puts the largest force on an atom at 0.171 eV Å⁻¹. Its SMILES is C=C(C)CNC(=O)[C@@H](c1cccn2ccnc12)N(CC(C)C)c1ccc(Cl)cc1. The HOMO-LUMO gap is 8.8 eV. The total energy comes out at -1647.102751 Eh. For the energy relative to the best compared isomer or geometry (same formula, charge and spin), the calculation gives 15.6 kcal per mole. Its LUMO energy is 0.38 eV.

Cartesian coordinates (Å):
C1 -4.0729 0.5455 -3.2048
C2 -2.7654 0.3251 -3.2457
C3 -2.1725 -0.9537 -3.7665
C4 -1.7861 1.3769 -2.7928
N1 -1.0017 0.9291 -1.6486
C5 -0.8795 1.6985 -0.5494
O1 -1.2788 2.8507 -0.4732
C6 -0.1392 1.1042 0.6664
C7 -0.9086 0.0473 1.4425
C8 -1.1302 0.2336 2.7762
C9 -1.7560 -0.7527 3.5867
C10 -2.1454 -1.9239 3.0402
N2 -1.9439 -2.1290 1.7021
C11 -2.2403 -3.2237 0.9207
C12 -1.8421 -2.8830 -0.3398
N3 -1.2974 -1.6378 -0.3703
C13 -1.3597 -1.1827 0.8711
N4 1.2809 0.7808 0.4151
C14 2.1294 1.1705 1.5446
C15 2.3553 2.6790 1.6552
C16 2.8847 3.2618 0.3510
C17 3.3155 2.9465 2.8113
C18 1.5693 -0.5293 -0.0822
C19 1.7128 -1.6216 0.7699
C20 1.9299 -2.8915 0.2623
C21 2.0109 -3.0638 -1.1099
Cl1 2.2436 -4.6627 -1.7571
C22 1.9199 -1.9857 -1.9725
C23 1.7107 -0.7185 -1.4503
H1 -4.4747 1.4752 -2.8217
H2 -4.7805 -0.1976 -3.5523
H3 -1.6134 -1.4756 -2.9859
H4 -2.9456 -1.6252 -4.1382
H5 -1.4721 -0.7483 -4.5807
H6 -1.1147 1.6246 -3.6233
H7 -2.3016 2.2890 -2.4995
H8 -0.8924 -0.0715 -1.5072
H9 -0.1138 1.9732 1.3182
H10 -0.8131 1.1608 3.2369
H11 -1.9163 -0.5773 4.6401
H12 -2.6178 -2.7284 3.5841
H13 -2.7031 -4.1048 1.3275
H14 -1.9126 -3.4841 -1.2324
H15 1.7406 0.7904 2.5033
H16 3.1023 0.6979 1.3876
H17 1.4069 3.1725 1.8930
H18 3.8229 2.7736 0.0709
H19 2.1762 3.1182 -0.4634
H20 3.0790 4.3302 0.4568
H21 4.2943 2.5047 2.6065
H22 3.4584 4.0173 2.9599
H23 2.9456 2.5232 3.7478
H24 1.6251 -1.4858 1.8415
H25 2.0236 -3.7451 0.9196
H26 2.0146 -2.1382 -3.0390
H27 1.6387 0.1413 -2.1026

***

ORCA calculation (wB97M-V/def2-TZVPD) on C23H27F4N3 in the gas phase.

As for the HOMO energy: -7.64 eV. The calculation puts the largest force on an atom at 0.455 eV Å⁻¹. Its SMILES is Fc1ccccc1N1CCN([C@H]2CCCN(Cc3cccc(C(F)(F)F)c3)C2)CC1. The HOMO-LUMO gap is 8.3 eV. The total energy comes out at -1456.372008 Eh. Its LUMO energy is 0.66 eV.

Cartesian coordinates (Å):
F1 1.8762 4.7457 2.6560
C1 3.1473 4.2521 2.6381
C2 4.1163 5.0191 3.2469
C3 5.4212 4.5625 3.3136
C4 5.7245 3.3315 2.7599
C5 4.7511 2.5750 2.1386
C6 3.4187 3.0075 2.0473
N1 2.4615 2.2419 1.4394
C7 1.2420 2.7934 0.8861
C8 0.8298 1.9966 -0.3460
N2 0.4847 0.6350 0.0208
C9 0.2859 -0.2423 -1.1170
C10 1.5527 -0.7883 -1.7942
C11 1.1373 -1.6427 -2.9865
C12 0.1796 -2.7443 -2.5438
N3 -0.9935 -2.1586 -1.9229
C13 -2.0199 -3.1434 -1.6365
C14 -3.3348 -2.4875 -1.3152
C15 -3.7194 -1.3313 -1.9856
C16 -4.9334 -0.7278 -1.7155
C17 -5.7918 -1.2731 -0.7755
C18 -5.4102 -2.4261 -0.1057
C19 -6.3287 -3.0607 0.8978
F2 -7.2532 -2.2178 1.3798
F3 -5.6722 -3.5536 1.9625
F4 -7.0097 -4.1011 0.3723
C20 -4.1895 -3.0335 -0.3701
C21 -0.6199 -1.4169 -0.7321
C22 1.2977 0.1408 1.1188
C23 2.6620 0.8294 1.2149
H1 3.8276 5.9646 3.6792
H2 6.1816 5.1568 3.7941
H3 6.7357 2.9548 2.8023
H4 5.0291 1.6316 1.6973
H5 1.4128 3.8291 0.5872
H6 0.4265 2.7760 1.6203
H7 -0.0524 2.4616 -0.7973
H8 1.6493 2.0421 -1.0835
H9 -0.2638 0.3480 -1.8591
H10 2.1916 0.0319 -2.1273
H11 2.1209 -1.3991 -1.0890
H12 2.0137 -2.0911 -3.4581
H13 0.6335 -1.0154 -3.7235
H14 -0.1423 -3.3210 -3.4149
H15 0.7026 -3.4320 -1.8527
H16 -2.1549 -3.7564 -2.5350
H17 -1.7296 -3.8206 -0.8128
H18 -3.0434 -0.9115 -2.7139
H19 -5.2191 0.1712 -2.2396
H20 -6.7416 -0.8099 -0.5584
H21 -3.9116 -3.9290 0.1663
H22 -1.5222 -1.0248 -0.2594
H23 -0.1101 -2.0717 -0.0029
H24 0.7557 0.3190 2.0563
H25 1.4448 -0.9349 1.0247
H26 3.2379 0.6434 0.2952
H27 3.2151 0.4053 2.0582

***

- Among the records above, which one has the highest largest force on an atom?
  C23H27ClN2O

***

- The highest largest force on an atom belongs to which entry?
  C23H27ClN2O